A molecular structure, C29H43N4O2RhS2Sb2, computed with the ωB97M-V functional and the def2-TZVPD basis.

```
83
Properties=species:S:1:pos:R:3:lowdin_charge:R:1
Rh 0.135 -0.902 -0.270 0.267
C -1.707 -2.703 2.815 -0.281
Sb -0.237 -2.866 1.326 1.407
C -0.600 -4.808 0.573 -0.245
C 1.543 -3.116 2.476 -0.274
C 1.430 -2.272 3.720 -0.304
C 0.781 -2.787 4.838 -0.063
C 0.557 -2.013 5.966 -0.052
C 0.973 -0.690 5.977 -0.052
C 1.654 -0.183 4.881 -0.038
C 1.915 -0.967 3.759 -0.276
C 2.794 -0.401 2.671 -0.285
Sb 1.822 0.533 1.031 1.459
C 1.026 2.227 1.981 -0.274
C 3.535 1.274 0.068 -0.241
H -1.689 -3.616 3.407 0.029
H -2.682 -2.586 2.345 0.009
H -1.498 -1.841 3.443 0.019
H -0.872 -5.408 1.441 0.031
H 0.285 -5.211 0.090 0.006
H -1.420 -4.798 -0.142 0.020
H 2.364 -2.840 1.820 0.036
H 1.602 -4.181 2.703 0.084
H 0.457 -3.822 4.827 0.122
H 0.069 -2.441 6.831 0.118
H 0.797 -0.067 6.843 0.116
H 2.028 0.835 4.911 0.118
H 3.465 -1.134 2.225 0.070
H 3.400 0.418 3.065 0.078
H 1.858 2.713 2.492 0.032
H 0.261 1.922 2.690 0.012
H 0.596 2.898 1.240 0.009
H 4.085 1.812 0.840 0.034
H 3.254 1.946 -0.737 -0.008
H 4.130 0.453 -0.326 0.031
C 0.602 6.298 -2.969 -0.030
C 0.541 4.795 -2.931 -0.244
C -0.685 4.134 -3.012 -0.024
C -0.757 2.752 -2.996 -0.059
C 0.417 2.016 -2.896 -0.289
C 1.653 2.646 -2.831 -0.060
C 1.703 4.031 -2.841 -0.014
S 0.309 0.275 -2.968 0.624
O -0.943 -0.122 -2.282 -0.394
O 0.440 -0.196 -4.312 -0.236
N 1.461 -0.189 -1.954 -0.222
C 2.002 -1.459 -2.133 -0.412
C 2.667 -1.925 -3.262 0.019
C 3.132 -3.220 -3.239 -0.007
C 2.934 -4.010 -2.103 -0.029
C 2.266 -3.471 -1.037 -0.136
N 1.799 -2.202 -1.038 -0.007
H -0.209 6.743 -2.394 0.086
H 0.505 6.652 -3.997 0.099
H 1.548 6.669 -2.580 0.084
H -1.594 4.718 -3.110 0.123
H -1.705 2.240 -3.075 0.097
H 2.560 2.058 -2.788 0.106
H 2.664 4.531 -2.801 0.125
H 2.790 -1.282 -4.121 0.127
H 3.656 -3.621 -4.097 0.129
H 3.304 -5.024 -2.051 0.122
H 2.120 -4.042 -0.130 0.082
C -3.123 -1.787 -0.996 -0.063
N -3.609 -0.419 -0.860 -0.173
C -5.066 -0.307 -1.029 -0.013
C -2.862 0.563 -0.353 -0.613
S -1.568 0.243 0.828 0.644
N -3.178 1.827 -0.588 -0.156
C -2.587 2.941 0.172 -0.050
C -4.005 2.253 -1.728 -0.024
H -3.596 -2.224 -1.874 0.114
H -3.391 -2.382 -0.118 0.092
H -2.053 -1.801 -1.158 0.020
H -5.522 -1.137 -0.490 0.106
H -5.360 -0.370 -2.076 0.107
H -5.434 0.616 -0.596 0.089
H -2.589 2.733 1.237 0.076
H -3.196 3.821 -0.015 0.102
H -1.567 3.127 -0.163 0.078
H -4.057 1.466 -2.473 0.099
H -3.521 3.122 -2.169 0.085
H -5.009 2.541 -1.420 0.107
```

The HOMO energy (alpha / beta) comes out at -13.4327 / -13.4344 eV. As for the charge: +2. Its LUMO energy (alpha / beta) is -6.75 / -6.76 eV. As for the total energy: -2887.2294 a.u.



2 unconnected molecules or ions with the total composition C4H10ClN, computed with the ωB97M-V functional and the def2-TZVPD basis.

```
16
Properties=species:S:1:pos:R:3:lowdin_charge:R:1
C -1.188 0.128 1.483 -0.094
C 0.095 1.351 -1.901 -0.152
C -1.003 1.182 0.318 -0.297
C 1.930 -1.592 -0.423 -0.475
N -0.432 0.501 -0.829 -0.069
Cl 3.178 -0.677 0.417 0.444
H -2.177 -0.277 1.547 0.042
H -0.438 -0.680 1.235 0.063
H -0.998 0.547 2.504 0.073
H -0.720 1.518 -2.670 0.096
H 0.528 2.323 -1.532 0.080
H 0.962 0.756 -2.327 0.077
H -1.833 1.744 0.033 0.078
H -0.216 1.950 0.812 0.150
H 2.288 -2.315 -1.163 -0.010
H 0.873 -1.105 -0.538 -0.008
```

The HOMO energy (alpha / beta) comes out at -9.5347 / -8.3555 eV. As for the charge: 0. Its LUMO energy (alpha / beta) is 0.14 / -0.31 eV. As for the total energy: -673.1826 a.u.



C27H31N3O5 in the gas phase, computed with the ωB97M-V functional and the def2-TZVPD basis.

```
66
Properties=species:S:1:pos:R:3:lowdin_charge:R:1
C -9.609 -2.001 -0.507 -0.108
H -10.670 -1.811 -0.370 0.071
C -8.812 -0.725 -0.276 -0.230
C -7.317 -0.963 -0.460 -0.219
O -6.653 0.267 -0.226 -0.034
C -5.304 0.306 -0.258 -0.257
C -4.475 -0.769 -0.579 0.012
C -3.103 -0.620 -0.562 -0.003
C -2.523 0.603 -0.237 -0.158
C -3.356 1.688 0.050 -0.019
C -4.723 1.541 0.050 0.009
H -5.373 2.366 0.294 0.120
H -2.928 2.644 0.323 0.122
C -1.071 0.789 -0.234 -0.167
C -0.188 -0.060 0.346 0.000
C -0.464 -1.233 1.161 -0.237
O -1.531 -1.705 1.485 0.127
C 0.899 -1.760 1.602 -0.351
O 1.125 -2.714 2.310 0.107
N 1.835 -0.939 1.068 0.045
C 3.244 -1.081 1.345 -0.113
C 4.052 -1.514 0.125 -0.145
H 3.609 -2.420 -0.291 0.125
H 4.012 -0.734 -0.637 0.095
C 5.520 -1.767 0.506 -0.214
N 6.415 -2.106 -0.580 -0.286
C 6.587 -1.050 -1.553 -0.113
H 6.797 -0.115 -1.036 0.084
H 7.442 -1.297 -2.183 0.082
H 5.713 -0.908 -2.206 0.078
C 6.115 -3.372 -1.214 -0.108
H 5.994 -4.136 -0.448 0.086
H 6.956 -3.649 -1.850 0.082
H 5.209 -3.345 -1.835 0.084
H 5.564 -2.583 1.233 0.122
H 5.920 -0.869 0.989 0.121
H 3.632 -0.133 1.736 0.135
H 3.316 -1.844 2.125 0.132
C 1.307 0.156 0.288 -0.214
C 1.770 1.509 0.756 -0.102
C 1.654 2.114 1.986 -0.002
C 2.186 3.390 2.143 -0.082
C 2.812 4.030 1.088 -0.081
C 2.932 3.425 -0.157 -0.004
C 2.404 2.158 -0.307 -0.167
N 2.394 1.342 -1.431 -0.019
C 1.774 0.151 -1.190 -0.377
O 1.604 -0.727 -2.000 0.117
C 2.938 1.703 -2.712 -0.003
H 2.754 0.871 -3.392 0.094
H 2.450 2.600 -3.096 0.098
H 4.013 1.881 -2.636 0.096
H 3.420 3.933 -0.974 0.107
H 3.217 5.020 1.231 0.103
H 2.108 3.885 3.099 0.100
H 1.163 1.609 2.804 0.126
O -0.594 1.903 -0.839 0.123
H -1.328 2.410 -1.213 0.125
H -2.474 -1.455 -0.822 0.128
H -4.890 -1.729 -0.838 0.110
H -7.114 -1.314 -1.481 0.134
H -6.965 -1.722 0.251 0.136
H -9.130 0.050 -0.975 0.114
H -8.983 -0.353 0.735 0.115
H -9.305 -2.775 0.193 0.073
H -9.455 -2.372 -1.518 0.073
```

The HOMO energy comes out at -8.2605 eV. As for the charge: 0. Its LUMO energy is -0.19 eV. As for the total energy: -1587.9534 a.u.



13 unconnected molecules or ions with the total composition C26H23Cl49N3OS2, computed with the ωB97M-V functional and the def2-TZVPD basis.

```
104
Properties=species:S:1:pos:R:3:lowdin_charge:R:1
C 6.042 1.812 0.115 -0.123
C 5.865 1.506 -1.380 -0.635
Cl 6.839 0.026 -1.739 0.656
C 4.358 1.292 -1.769 -0.107
N 4.032 -0.097 -2.071 -0.086
C 3.979 -0.664 -3.250 -0.044
N 3.680 -1.944 -3.051 0.181
C 3.543 -2.193 -1.712 -0.225
C 3.239 -3.475 -1.006 -0.119
C 1.895 -4.139 -1.414 -0.241
C 0.858 -3.164 -1.964 -0.476
S 0.256 -2.055 -0.645 0.868
C -1.521 -1.932 -1.036 -1.041
S -2.448 -3.224 -0.743 0.722
N -2.050 -0.752 -1.600 -0.173
C -2.444 0.250 -0.592 -0.135
C -1.360 1.321 -0.270 -0.180
O -0.189 1.211 -1.063 -0.156
C -0.658 1.193 -2.402 -0.188
C -1.219 -0.207 -2.677 -0.158
C 3.769 -1.024 -1.082 0.020
H 5.228 2.427 0.499 0.086
H 6.075 0.858 0.637 -0.002
H 6.997 2.321 0.228 0.088
H 6.275 2.294 -2.006 0.096
H 4.168 1.916 -2.642 0.133
H 3.728 1.658 -0.963 0.133
H 4.171 -0.173 -4.188 0.172
H 3.592 -2.627 -3.789 0.190
H 3.260 -3.291 0.068 0.127
H 4.035 -4.199 -1.204 0.058
H 1.471 -4.556 -0.500 0.021
H 2.055 -4.957 -2.119 0.119
H -0.011 -3.755 -2.265 0.069
H 1.174 -2.617 -2.857 0.061
H -3.397 0.715 -0.857 0.114
H -2.633 -0.300 0.322 0.058
H -1.805 2.300 -0.508 0.106
H -1.136 1.370 0.795 0.120
H -1.379 2.000 -2.578 0.128
H 0.187 1.357 -3.075 0.121
H -1.837 -0.149 -3.585 0.130
H -0.383 -0.855 -2.940 0.087
H 3.764 -0.818 -0.027 0.149
C -4.215 3.641 2.557 -2.027
Cl -3.497 2.218 3.330 0.506
Cl -4.668 3.238 0.896 0.524
Cl -5.644 4.143 3.457 0.556
Cl -3.029 4.953 2.526 0.484
C -5.730 -1.574 1.367 -1.978
Cl -4.230 -1.331 2.274 0.492
Cl -6.878 -2.464 2.372 0.509
Cl -6.409 -0.002 0.942 0.529
Cl -5.368 -2.479 -0.122 0.461
C 0.314 6.829 0.051 -2.032
Cl 1.856 6.913 0.914 0.523
Cl -0.890 6.020 1.066 0.469
Cl -0.233 8.459 -0.335 0.526
Cl 0.527 5.908 -1.446 0.500
C -8.243 -6.110 0.512 -2.024
Cl -7.451 -7.446 1.356 0.531
Cl -8.652 -6.610 -1.133 0.532
Cl -9.720 -5.660 1.374 0.511
Cl -7.146 -4.719 0.450 0.437
C 1.368 10.258 -3.610 -2.035
Cl 2.002 11.334 -4.858 0.501
Cl -0.208 10.847 -3.068 0.522
Cl 1.182 8.621 -4.261 0.492
Cl 2.486 10.219 -2.242 0.520
C -11.227 -1.609 0.689 -2.046
Cl -12.046 -2.653 1.857 0.521
Cl -9.665 -2.316 0.265 0.482
Cl -12.221 -1.455 -0.763 0.532
Cl -10.974 -0.011 1.403 0.523
C -1.197 -2.003 5.278 -2.033
Cl -0.699 -0.847 6.518 0.532
Cl 0.096 -3.175 5.001 0.503
Cl -2.663 -2.831 5.796 0.531
Cl -1.520 -1.143 3.765 0.477
C 3.347 10.309 -8.487 -2.043
Cl 2.449 9.327 -7.321 0.475
Cl 4.829 9.464 -8.950 0.524
Cl 2.350 10.578 -9.920 0.532
Cl 3.765 11.867 -7.762 0.514
C -5.115 -0.697 8.322 -2.058
Cl -4.592 0.456 7.084 0.501
Cl -3.697 -1.471 9.039 0.508
Cl -6.022 0.154 9.575 0.535
Cl -6.143 -1.928 7.579 0.519
C 1.233 -6.943 2.902 -2.035
Cl 1.744 -5.815 4.164 0.503
Cl 2.521 -8.116 2.603 0.520
Cl -0.226 -7.785 3.421 0.551
Cl 0.894 -6.042 1.415 0.550
C 6.963 -0.629 3.798 -2.051
Cl 6.231 0.849 4.429 0.533
Cl 6.884 -1.901 5.015 0.546
Cl 6.074 -1.147 2.350 0.498
Cl 8.645 -0.321 3.365 0.540
C 6.485 -6.413 -0.374 -2.053
Cl 5.547 -7.289 0.837 0.523
Cl 8.057 -7.179 -0.576 0.556
Cl 5.613 -6.417 -1.920 0.519
Cl 6.686 -4.735 0.132 0.519
```

The HOMO energy comes out at -10.2802 eV. As for the charge: +1. Its LUMO energy is -2.53 eV. As for the total energy: -24589.3683 a.u.



C6H12N2 in the gas phase, computed with the ωB97M-V functional and the def2-TZVPD basis.

```
20
Properties=species:S:1:pos:R:3:lowdin_charge:R:1
C 2.258 -0.464 -0.027 -0.071
C 0.824 -0.134 -0.285 -0.408
C -0.097 0.212 -1.449 -0.366
C -1.451 -0.261 -1.205 -0.225
C -1.709 -0.158 0.285 -0.201
C -0.303 -0.483 0.811 -0.376
H 2.915 -0.695 -1.004 0.107
H 2.140 -1.503 0.780 0.153
H 2.378 0.510 0.849 0.152
H 1.144 1.710 -1.026 0.124
H 0.195 0.523 -2.625 0.195
H -1.329 -1.342 -1.502 0.136
H -2.231 0.504 -1.634 0.153
H -2.570 -0.781 0.410 0.092
H -2.116 0.929 0.350 0.134
H -0.611 -1.691 1.115 0.190
H -0.575 -0.236 2.765 0.092
H 0.433 0.953 2.218 0.075
N 0.236 1.301 -0.587 0.043
N 0.205 -0.038 2.090 0.000
```

The HOMO energy comes out at -8.7436 eV. As for the charge: 0. Its LUMO energy is 0.99 eV. As for the total energy: -345.1227 a.u.



A molecular structure, C40H44BeN3P2SSi2, computed with the ωB97M-V functional and the def2-TZVPD basis.

```
93
Properties=species:S:1:pos:R:3:lowdin_charge:R:1
Be -0.453 0.320 -1.319 -0.024
C 1.978 2.240 -2.896 -0.141
Si 2.423 0.801 -1.837 0.347
C 4.087 1.103 -1.032 -0.166
C 2.902 -0.723 -2.899 -0.164
N 1.160 0.495 -0.727 -0.241
P 1.218 0.617 0.935 0.709
C -0.261 0.658 1.738 -0.411
P -1.186 -0.608 1.273 0.623
N -1.446 -0.706 -0.360 -0.252
Si -2.678 -1.558 -1.238 0.361
C -1.999 -2.890 -2.397 -0.172
C -3.788 -2.548 -0.036 -0.164
C -3.870 -0.404 -2.070 -0.169
C -0.624 -2.267 1.825 -0.271
C -0.233 -2.472 3.144 -0.120
C 0.533 -3.550 3.587 -0.112
C 0.811 -4.562 2.727 -0.104
C 0.267 -4.519 1.410 -0.067
C -0.368 -3.355 1.006 -0.096
C -2.805 -0.493 2.032 -0.280
C -3.289 -1.305 3.059 -0.074
C -4.574 -1.092 3.592 -0.093
C -5.366 -0.107 3.058 -0.104
C -4.880 0.753 2.063 -0.100
C -3.679 0.508 1.543 -0.119
C 2.364 -0.688 1.582 -0.283
C 2.989 -1.713 0.828 -0.072
C 3.995 -2.498 1.402 -0.094
C 4.259 -2.353 2.748 -0.119
C 3.494 -1.538 3.564 -0.080
C 2.562 -0.649 2.961 -0.115
C 2.253 2.127 1.408 -0.250
C 1.737 3.295 0.868 -0.095
C 2.365 4.516 1.101 -0.055
C 3.626 4.443 1.692 -0.116
C 4.221 3.292 2.090 -0.105
C 3.519 2.105 1.998 -0.087
H 2.848 2.703 -3.323 0.033
H 1.249 1.932 -3.569 -0.025
H 1.602 2.992 -2.233 0.023
H 4.884 1.018 -1.794 0.038
H 4.171 2.083 -0.488 0.039
H 4.167 0.258 -0.358 0.005
H 2.115 -1.443 -3.214 0.018
H 3.359 -0.386 -3.808 0.014
H 3.656 -1.261 -2.346 0.002
H -2.012 -3.904 -1.996 0.024
H -2.484 -2.901 -3.331 0.005
H -0.926 -2.672 -2.587 0.020
H -3.219 -3.009 0.757 0.016
H -4.617 -1.988 0.334 0.011
H -4.212 -3.253 -0.766 0.026
H -3.673 -0.001 -3.072 0.026
H -4.745 -1.096 -2.226 0.035
H -4.294 0.319 -1.335 0.033
H -0.373 -1.656 3.830 0.099
H 0.936 -3.454 4.591 0.103
H 1.522 -5.334 3.072 0.102
H 0.605 -5.228 0.640 0.101
H -0.675 -3.235 -0.004 0.064
H -2.640 -2.049 3.536 0.094
H -4.913 -1.697 4.432 0.098
H -6.363 -0.004 3.439 0.087
H -5.516 1.492 1.602 0.102
H -3.265 1.205 0.818 0.089
H 2.839 -1.896 -0.246 0.097
H 4.468 -3.263 0.814 0.094
H 5.028 -2.972 3.208 0.094
H 3.610 -1.474 4.608 0.081
H 1.853 -0.081 3.517 0.093
H 0.809 3.264 0.356 0.065
H 1.941 5.394 0.698 0.085
H 4.243 5.302 1.661 0.084
H 5.215 3.311 2.455 0.093
H 3.944 1.157 2.250 0.088
S -0.943 1.580 -5.314 0.992
C -0.373 -0.046 -5.446 -0.417
C -0.246 -0.653 -4.257 -0.210
C -0.650 0.185 -3.129 -0.161
C -1.098 1.394 -3.612 -0.575
C -1.408 2.455 -2.681 -0.259
C -1.992 3.680 -3.041 -0.033
C -2.345 4.554 -2.057 -0.079
C -2.155 4.200 -0.716 -0.054
C -1.568 2.964 -0.428 -0.124
N -1.186 2.118 -1.383 0.122
H -0.144 -0.526 -6.361 0.049
H 0.202 -1.635 -4.199 0.081
H -2.004 3.928 -4.082 0.092
H -2.752 5.538 -2.339 0.111
H -2.338 4.871 0.107 0.094
H -1.399 2.542 0.593 0.090
```

The HOMO energy comes out at -4.0152 eV. As for the charge: -1. Its LUMO energy is 2.45 eV. As for the total energy: -3389.7702 a.u.